Here is a 2-piece molecular cluster, C59H69N4O2 overall at a distorted geometry from the OMol25 dataset. Energies are from ωB97M-V/def2-TZVPD.

Results
* HOMO-LUMO gap: 3.64 eV
* electronic energy: -72348.0877 eV

The geometry in ORCA input format:
```
! wB97M-V def2-TZVPD RIJCOSX def2/J DEFGRID3
* xyz 1 1
C 0.6176 4.2572 -0.9661
C 1.9173 4.2357 -1.7553
C 1.7959 5.3433 -2.8100
C 3.1267 4.6099 -0.9070
C 2.1251 2.8313 -2.3961
C 1.8847 2.7468 -3.7695
C 2.5003 1.7670 -4.5350
C 3.1946 0.7689 -3.8714
C 3.0718 0.5884 -2.4881
C 3.5381 -0.8093 -1.9954
C 2.8017 -1.2877 -0.7599
C 5.0522 -0.7763 -1.7710
C 3.2586 -1.8813 -3.0527
C 2.5813 1.6682 -1.7041
N 2.5128 1.5897 -0.2502
C 3.6976 1.5344 0.6260
C 3.1436 1.1263 1.9665
N 1.6848 1.2905 1.8345
C 0.8645 1.3775 3.0342
C 0.8908 2.5655 3.8448
C 1.6758 3.9011 3.6147
C 0.9057 5.1188 4.1643
C 1.9076 4.2237 2.1544
C 2.9979 3.8385 4.3888
C 0.1795 2.5748 5.0444
C -0.7251 1.5812 5.3706
C -0.7791 0.4569 4.5687
C 0.1170 0.2572 3.5076
C 0.2899 -1.2435 3.1159
C -1.0497 -1.9870 3.2365
C 1.2992 -1.8560 4.1017
C 0.7912 -1.4705 1.7090
C 1.3611 1.3582 0.4840
C 0.1713 1.0320 -0.1927
C -1.1395 1.2530 0.3352
C -1.3994 2.1966 1.3784
C -2.5395 2.0962 2.1420
C -3.4843 1.1004 1.8166
N -4.3241 0.6394 2.8644
O -5.0289 -0.3834 2.6880
O -4.2940 1.2490 3.9572
C -3.3847 0.3670 0.6056
C -2.2360 0.4677 -0.1461
H 0.6075 3.4639 -0.2160
H 0.4900 5.2291 -0.4677
H -0.2346 4.0764 -1.6314
H 2.6701 5.3595 -3.4710
H 0.8869 5.2387 -3.4097
H 1.7403 6.3139 -2.3030
H 4.0212 4.6725 -1.5379
H 2.9622 5.5823 -0.4231
H 3.3166 3.8669 -0.1321
H 1.3086 3.5170 -4.2780
H 2.4514 1.7907 -5.6239
H 3.7976 0.0759 -4.4541
H 1.7171 -1.2832 -0.9202
H 3.1082 -2.3157 -0.5149
H 3.0402 -0.6767 0.1087
H 5.5741 -0.6462 -2.7278
H 5.3641 0.0435 -1.1159
H 5.3798 -1.7216 -1.3210
H 3.8699 -1.7737 -3.9556
H 3.4720 -2.8725 -2.6360
H 2.2040 -1.8682 -3.3461
H 4.4412 0.8288 0.2469
H 4.2025 2.5109 0.6869
H 3.3809 0.0764 2.2119
H 3.5239 1.7404 2.7871
H 0.9063 5.1604 5.2581
H 1.3877 6.0413 3.8130
H -0.1319 5.1307 3.8094
H 2.4133 3.4126 1.6411
H 0.9615 4.4308 1.6419
H 2.5465 5.1153 2.0608
H 3.6333 3.0031 4.0772
H 3.5597 4.7695 4.2372
H 2.7960 3.7271 5.4619
H 0.2923 3.4031 5.7418
H -1.3649 1.6694 6.2499
H -1.5186 -0.2985 4.8234
H -1.8641 -1.3911 2.8009
H -1.0157 -2.9441 2.6989
H -1.2881 -2.2088 4.2837
H 2.2709 -1.3480 4.0309
H 0.9398 -1.7596 5.1334
H 1.4487 -2.9208 3.8837
H 1.7891 -1.0585 1.5878
H 0.8601 -2.5491 1.4984
H 0.1271 -1.0156 0.9666
H 0.2617 0.6722 -1.2164
H -0.6679 2.9832 1.5842
H -2.7014 2.6987 3.0334
H -4.2115 -0.2817 0.3348
H -2.1147 -0.0732 -1.0903
C -6.6958 -3.2224 1.8732
N -6.2298 -3.9613 0.7161
C -7.2188 -4.8660 0.1651
C -5.1313 -3.5803 -0.0210
C -3.9453 -3.0884 0.6004
C -2.8301 -2.8100 -0.1649
C -2.8813 -2.8614 -1.5763
C -1.7003 -2.6273 -2.3819
C -1.7444 -2.1720 -3.7573
C -0.5658 -2.6366 -4.4277
C -0.4182 -2.4844 -5.8002
C -1.4385 -1.8427 -6.5162
C -2.5935 -1.3757 -5.8619
C -2.7648 -1.5559 -4.4842
C 0.2067 -3.4189 -3.4706
C -0.4627 -3.3578 -2.1991
C -0.0733 -4.2158 -1.1665
C 0.9632 -5.1244 -1.4048
C 1.5885 -5.2068 -2.6608
C 1.2106 -4.3526 -3.7031
C -4.0931 -3.2699 -2.1846
C -5.1796 -3.6711 -1.4361
H -5.9195 -2.5785 2.2896
H -7.5558 -2.5819 1.6035
H -7.0424 -3.9410 2.6245
H -6.7297 -5.6892 -0.3691
H -7.8045 -5.2741 0.9939
H -7.9043 -4.3626 -0.5318
H -3.9122 -2.9455 1.6813
H -1.8932 -2.5206 0.3056
H 0.4893 -2.8589 -6.2731
H -1.3368 -1.7099 -7.5930
H -3.3711 -0.8702 -6.4370
H -3.6684 -1.2277 -3.9734
H -0.6040 -4.1924 -0.2175
H 1.2795 -5.7925 -0.6027
H 2.3678 -5.9502 -2.8302
H 1.6700 -4.4025 -4.6893
H -4.1565 -3.3122 -3.2684
H -6.0937 -4.0032 -1.9357
*
```

Löwdin population analysis, charges in e, atoms 1 to 4: -0.05 -0.52 -0.07 -0.04

Here is a 9-piece molecular cluster, C59H74BF5N9O7S overall at a distorted geometry from the OMol25 dataset. Energies are from ωB97M-V/def2-TZVPD.

Results
* HOMO-LUMO gap: 7.80 eV
* electronic energy: -115213.0301 eV

The geometry in ORCA input format:
```
! wB97M-V def2-TZVPD RIJCOSX def2/J DEFGRID3
* xyz 1 1
C -3.5493 -0.0124 -2.4163
C -2.5674 0.7451 -1.5017
B -0.9975 0.6534 -1.3735
O -0.5104 1.5532 -0.4600
C 0.2138 -0.2007 -2.1868
C -0.0890 -1.6637 -1.7655
F -1.4473 -1.8315 -1.6838
F 0.3109 -1.7255 -0.4568
C 0.3390 -3.0405 -2.4253
F -0.4834 -3.2485 -3.4870
F 1.6093 -3.2076 -2.7583
F 0.0222 -3.9804 -1.4953
C 1.5277 0.2624 -1.4748
S 3.0056 -0.8595 -1.4659
O 1.9051 1.5681 -1.7673
C 1.8162 2.0566 -3.0934
C 2.0268 3.5631 -2.9638
C 0.8080 4.4169 -2.5885
C 0.6597 4.5993 -1.0711
C -0.2257 5.8010 -0.7062
O -1.4272 5.3620 -0.0699
C -2.3849 4.9626 -1.0116
C 0.5017 1.6642 -3.7313
C 0.2612 2.3131 -5.0807
C -1.1602 2.7935 -5.3019
O -1.6233 3.0525 -6.3862
N 0.2299 0.1670 -3.6672
C 1.3271 -0.4530 -4.4552
O 1.0244 -1.7475 -4.8787
O 1.7578 -1.9083 -6.0918
C -1.1254 -0.1048 -4.3031
C -1.3810 -0.6286 -5.7438
C -0.7242 -0.0553 -6.9885
O -2.7873 -0.5207 -5.8872
H -3.2990 -1.0248 -2.7015
H -4.5230 -0.0532 -1.9423
H -3.7217 0.5407 -3.3356
H -2.7835 1.8035 -1.6515
H -2.9286 0.5883 -0.4820
H -0.9446 1.4251 0.3882
H 1.3511 0.2799 -0.4139
H 3.7257 -0.3720 -2.4858
H 2.6707 1.6766 -3.6621
H 2.7760 3.6885 -2.1915
H 2.4851 3.9399 -3.8749
H -0.1329 4.0995 -3.0301
H 0.9866 5.4121 -2.9883
H 0.2629 3.7113 -0.6003
H 1.6512 4.8328 -0.7002
H -0.4726 6.3951 -1.5863
H 0.2698 6.4427 0.0034
H -3.2983 4.7064 -0.4864
H -2.0628 4.0569 -1.5403
H -2.5986 5.7583 -1.7234
H -0.2453 2.1752 -3.1189
H 0.7954 3.2628 -5.0773
H 0.6654 1.8336 -5.9621
H -1.7385 2.9469 -4.3642
H 1.5593 0.1142 -5.3490
H 2.2633 -0.4640 -3.9118
H 1.2139 -2.5296 -6.5903
H -1.7810 0.7301 -4.0964
H -1.5647 -0.9025 -3.7211
H -1.2187 -1.6971 -5.7599
H 0.3570 -0.0003 -6.9769
H -1.1134 0.9264 -7.2392
H -0.9920 -0.7034 -7.8148
H -3.0066 0.4077 -6.0028
N -2.8591 -7.3239 -1.5449
C -3.5511 -7.9804 -0.6148
C -3.4944 -7.6816 0.7380
C -2.6742 -6.6438 1.1481
C -1.9446 -5.9505 0.1945
C -2.0735 -6.3311 -1.1330
H -4.1792 -8.7845 -0.9736
H -4.0814 -8.2505 1.4445
H -2.6001 -6.3815 2.1963
H -1.2896 -5.1363 0.4728
H -1.5239 -5.8188 -1.9128
N 0.3734 -11.3402 -0.2443
C -0.4378 -10.3169 0.0137
C -0.5705 -9.7367 1.2667
C 0.1782 -10.2483 2.3151
C 1.0258 -11.3152 2.0621
C 1.0866 -11.8200 0.7717
H -1.0088 -9.9451 -0.8313
H -1.2424 -8.9057 1.4122
H 0.1036 -9.8245 3.3103
H 1.6286 -11.7489 2.8484
H 1.7395 -12.6528 0.5331
N 0.1402 -8.8389 5.5379
C -0.6727 -7.8178 5.7974
C -0.8081 -7.2404 7.0500
C -0.0585 -7.7549 8.0948
C 0.7916 -8.8186 7.8436
C 0.8541 -9.3204 6.5528
H -1.2443 -7.4475 4.9527
H -1.4846 -6.4107 7.2011
H -0.1361 -7.3341 9.0887
H 1.3940 -9.2520 8.6294
H 1.5087 -10.1511 6.3135
N 1.0071 4.6286 2.4726
C 1.9252 4.4252 3.4170
C 1.8370 4.9550 4.6967
C 0.7386 5.7396 5.0125
C -0.2233 5.9627 4.0397
C -0.0433 5.3861 2.7898
H 2.7691 3.8097 3.1228
H 2.6108 4.7557 5.4255
H 0.6349 6.1710 6.0002
H -1.0943 6.5716 4.2414
H -0.7657 5.5323 1.9953
N 5.0586 3.0731 2.0682
C 5.1070 1.7430 2.0495
C 6.2866 1.0151 2.0320
C 7.4860 1.7079 2.0309
C 7.4550 3.0923 2.0485
C 6.2203 3.7229 2.0680
H 4.1459 1.2392 2.0495
H 6.2640 -0.0657 2.0206
H 8.4291 1.1777 2.0176
H 8.3668 3.6729 2.0483
H 6.1520 4.8052 2.0850
N -6.5377 -9.0560 0.0822
C -7.1194 -8.2275 -0.7819
C -8.2461 -8.5530 -1.5204
C -8.7992 -9.8121 -1.3552
C -8.2063 -10.6880 -0.4617
C -7.0830 -10.2619 0.2300
H -6.6517 -7.2536 -0.8844
H -8.6766 -7.8377 -2.2071
H -9.6780 -10.1060 -1.9142
H -8.6038 -11.6805 -0.3024
H -6.5902 -10.9160 0.9407
N 0.0501 8.7030 0.6614
C 0.2500 9.0293 1.9365
C 0.5259 10.3148 2.3718
C 0.6017 11.3232 1.4261
C 0.3936 11.0047 0.0932
C 0.1210 9.6852 -0.2339
H 0.1866 8.2082 2.6429
H 0.6814 10.5189 3.4209
H 0.8190 12.3406 1.7235
H 0.4428 11.7614 -0.6776
H -0.0482 9.3948 -1.2663
N 2.9199 10.7111 4.6277
C 2.9749 9.3828 4.5284
C 4.1525 8.6546 4.5742
C 5.3456 9.3411 4.7269
C 5.3096 10.7207 4.8299
C 4.0764 11.3525 4.7768
H 2.0215 8.8800 4.4057
H 4.1313 7.5763 4.4911
H 6.2875 8.8093 4.7661
H 6.2155 11.2979 4.9507
H 4.0055 12.4313 4.8592
*
```

Löwdin population analysis, charges in e, atoms 1 to 4: -0.09 -0.11 -0.36 0.15

Which formula does entry 2 have?
C59H74BF5N9O7S

Look up the HOMO-LUMO gap of the first one.
3.64 eV